# 1
DFT (ωB97M-V with the def2-TZVPD basis set) results for one molecule with the formula C17H20N8O at a distorted geometry.

Values from the calculation:
orbital gap = 7.4 eV
multiplicity = 1
energy relative to the best compared isomer or geometry (same formula, charge and spin) = 2.507 eV
SMILES = Cc1ncc(C)n2nc(/C=C/c3nc(N4CCN(C)C4=O)cn3C)nc12
HOMO = -7.417 eV
LUMO level = 0.02 eV

Element x y z (Å)
O: 0.901 -5.597 0.031
N: -2.119 2.968 -0.206
N: 0.158 3.009 0.041
N: 0.163 -1.544 -1.323
N: -0.401 5.943 2.157
C: 1.771 -4.776 -0.304
C: -0.910 2.355 -0.530
C: -0.314 4.042 0.683
C: -1.102 -1.303 -1.377
C: 0.333 5.000 1.578
C: -1.715 5.938 1.875
C: -0.943 -3.457 -1.164
C: 0.282 -2.932 -1.051
C: -2.405 5.065 1.084
C: -0.698 1.013 -1.063
C: -1.681 0.097 -1.257
N: -1.696 4.035 0.554
N: -1.847 -2.473 -1.454
N: 1.505 -3.455 -0.680
N: 3.127 -5.035 -0.048
C: 1.807 5.053 1.842
C: -3.832 5.299 0.588
C: -3.302 -2.681 -1.630
C: 3.664 -6.180 0.786
C: 2.733 -2.612 -0.727
C: 3.771 -3.649 -0.194
H: -2.419 6.707 2.334
H: -1.033 -4.523 -0.994
H: 0.218 0.712 -1.240
H: -2.754 0.402 -1.336
H: 2.109 6.105 1.908
H: 2.150 4.574 2.685
H: 2.356 4.517 1.017
H: -3.957 5.238 -0.546
H: -4.488 4.545 1.084
H: -4.107 6.373 0.947
H: -3.490 -3.306 -2.580
H: -3.791 -3.115 -0.829
H: -3.787 -1.709 -1.683
H: 4.747 -6.393 0.888
H: 3.316 -7.062 0.245
H: 3.302 -6.063 1.762
H: 2.623 -1.694 -0.112
H: 3.032 -2.286 -1.769
H: 4.571 -3.769 -0.826
H: 4.150 -3.375 0.833

Here are the Löwdin charges for atoms 1 to 5, given in e: number 1, O, carries 0.03; number 2, N, carries 0.17; number 3, N, carries 0.16; number 4, N, carries 0.16; number 5, N, carries 0.11


# 2
DFT (ωB97M-V with the def2-TZVPD basis set) results for a 13-piece molecular cluster, C17H21B3BrCl36FO3 overall.

Values from the calculation:
orbital gap = 10.5 eV
multiplicity = 1
HOMO = -10.371 eV
LUMO level = 0.12 eV

Element x y z (Å)
C: 7.375 1.450 -1.279
C: 6.767 0.724 -0.361
B: 5.805 -0.431 -0.721
O: 6.226 -1.612 -1.328
B: 5.276 -2.292 -2.040
Br: 5.519 -4.148 -2.423
O: 4.118 -1.658 -2.398
B: 3.547 -0.940 -1.329
C: 2.010 -0.895 -1.096
C: 1.345 0.359 -1.671
C: -0.068 0.577 -1.145
F: 1.306 0.194 -3.071
O: 4.440 -0.312 -0.485
H: 7.984 2.309 -1.014
H: 7.300 1.215 -2.337
H: 6.903 0.988 0.688
H: 1.545 -1.758 -1.585
H: 1.816 -0.918 -0.018
H: 1.964 1.244 -1.480
H: -0.281 1.635 -0.967
H: -0.200 0.059 -0.194
H: -0.798 0.182 -1.855
C: 4.011 0.443 -5.163
Cl: 2.647 1.184 -5.989
Cl: 5.018 -0.458 -6.299
Cl: 4.976 1.666 -4.321
H: 3.635 -0.255 -4.425
C: 8.839 1.244 3.258
Cl: 9.919 1.903 2.031
Cl: 7.275 2.061 3.219
Cl: 8.640 -0.496 3.054
H: 9.284 1.421 4.228
C: -0.984 -3.608 0.392
Cl: 0.727 -3.936 0.094
Cl: -1.236 -3.020 2.032
Cl: -1.629 -2.469 -0.793
H: -1.520 -4.541 0.282
C: -3.662 -4.847 5.171
Cl: -5.096 -4.366 4.269
Cl: -2.521 -5.701 4.135
Cl: -2.902 -3.450 5.931
H: -3.972 -5.525 5.955
C: -3.335 1.736 -3.084
Cl: -3.031 2.927 -1.821
Cl: -1.951 1.579 -4.161
Cl: -3.783 0.176 -2.382
H: -4.181 2.076 -3.667
C: 0.789 2.802 2.186
Cl: 2.008 3.234 0.990
Cl: -0.709 3.681 1.921
Cl: 0.493 1.060 2.188
H: 1.171 3.070 3.163
C: -0.354 6.491 4.920
Cl: 0.307 7.719 5.994
Cl: 0.655 5.043 4.935
Cl: -2.021 6.109 5.351
H: -0.350 6.885 3.913
C: -9.077 -4.874 5.038
Cl: -8.149 -3.895 6.170
Cl: -8.727 -4.411 3.372
Cl: -8.772 -6.592 5.290
H: -10.128 -4.692 5.219
C: -1.563 1.014 5.404
Cl: -1.286 0.522 7.077
Cl: -2.784 -0.007 4.648
Cl: -2.013 2.717 5.317
H: -0.636 0.881 4.860
C: -6.810 3.992 -4.694
Cl: -5.657 4.899 -3.717
Cl: -6.653 4.379 -6.400
Cl: -6.626 2.252 -4.429
H: -7.809 4.263 -4.378
C: -11.041 3.346 -7.950
Cl: -11.190 2.307 -9.364
Cl: -9.696 2.832 -6.930
Cl: -10.857 5.036 -8.420
H: -11.952 3.259 -7.373
C: 6.725 -6.914 0.447
Cl: 5.355 -6.976 1.556
Cl: 8.187 -6.385 1.277
Cl: 6.972 -8.471 -0.342
H: 6.494 -6.185 -0.317

Here are the Löwdin charges for atoms 1 to 5, given in e: number 1, C, carries 0.02; number 2, C, carries -0.02; number 3, B, carries -0.51; number 4, O, carries 0.25; number 5, B, carries -1.05


# 3
DFT (ωB97M-V with the def2-TZVPD basis set) results for C17H21BCuN6O3S as an isolated structure at a distorted geometry.

Values from the calculation:
orbital gap (alpha / beta) = 2.8 / 2.8 eV
charge = +2
multiplicity = 2
⟨S²⟩ = 0.785
HOMO (alpha / beta) = -13.517 / -13.428 eV
LUMO level (alpha / beta) = -10.69 / -10.63 eV

Element x y z (Å)
C: -0.131 3.350 -0.541
N: 0.623 2.249 -0.791
N: 0.815 2.165 -2.170
C: 0.185 3.221 -2.757
C: -0.402 4.004 -1.761
B: 1.765 1.133 -2.874
N: 2.925 0.794 -1.860
N: 2.848 0.864 -0.466
C: 4.091 0.650 0.033
C: 4.984 0.511 -1.039
C: 4.226 0.615 -2.196
Cu: 1.274 1.062 0.663
N: 1.014 -0.066 -3.632
N: 0.383 -1.129 -3.033
C: -0.203 -1.864 -3.985
C: 0.101 -1.319 -5.262
C: 0.876 -0.183 -4.997
H: -0.803 -2.742 -3.780
H: 1.333 0.537 -5.670
H: -0.196 -1.719 -6.213
H: 2.306 1.748 -3.780
H: 4.527 0.579 -3.232
H: 0.172 3.338 -3.839
H: 6.035 0.329 -0.959
H: -0.978 4.914 -1.870
H: 4.268 0.561 1.102
H: -0.452 3.634 0.460
H: 1.093 -1.038 0.647
C: 1.654 -0.741 1.551
H: 2.643 -1.190 1.469
H: 1.801 0.330 1.897
H: 1.086 -1.187 2.373
C: -3.890 -2.837 5.399
C: -3.344 -2.073 4.230
C: -2.360 -1.108 4.455
C: -1.853 -0.360 3.398
C: -2.335 -0.579 2.111
C: -3.262 -1.597 1.857
C: -3.779 -2.329 2.924
S: -1.609 0.347 0.760
O: -2.582 1.311 0.286
O: -0.483 1.034 1.540
O: -1.124 -0.640 -0.188
H: -3.091 -3.368 5.935
H: -4.366 -2.147 6.109
H: -4.630 -3.568 5.062
H: -1.975 -0.955 5.466
H: -1.087 0.389 3.561
H: -3.581 -1.812 0.841
H: -4.518 -3.120 2.764

Here are the Löwdin charges for atoms 1 to 5, given in e: number 1, C, carries -0.07; number 2, N, carries 0.01; number 3, N, carries 0.03; number 4, C, carries 0.01; number 5, C, carries 0.01


# 4
DFT (ωB97M-V with the def2-TZVPD basis set) results for C17H21BN6O3SSn as an isolated structure at a distorted geometry.

Values from the calculation:
orbital gap (alpha / beta) = 4.5 / 3.6 eV
charge = +2
multiplicity = 1
energy relative to the best compared isomer or geometry (same formula, charge and spin) = 0.000 eV
HOMO (alpha / beta) = -14.306 / -14.248 eV
LUMO level (alpha / beta) = -9.84 / -10.63 eV

Element x y z (Å)
H: -0.249 2.877 0.007
N: 0.018 1.693 -1.734
B: 0.636 0.840 -4.067
N: 0.420 1.967 -3.017
C: 0.536 3.295 -3.168
Sn: -0.715 -0.272 -1.036
H: 0.821 3.693 -4.135
C: 0.281 3.879 -1.937
H: 0.319 4.924 -1.708
C: -0.015 2.847 -1.047
H: 1.181 1.232 -5.053
C: -2.384 -2.791 0.533
H: -2.784 -2.981 1.536
H: -1.393 -3.252 0.458
H: -3.069 -3.240 -0.195
N: -0.783 0.278 -4.337
N: 1.420 -0.312 -3.376
N: -1.473 -0.213 -3.259
N: 1.141 -0.773 -2.109
C: -1.530 0.166 -5.447
C: 2.447 -1.014 -3.878
H: -1.149 0.509 -6.400
H: 2.780 -0.800 -4.882
C: -2.733 -0.431 -5.085
C: 2.889 -1.888 -2.893
C: -2.668 -0.645 -3.701
C: 2.067 -1.692 -1.777
H: -3.551 -0.675 -5.733
H: 3.711 -2.564 -2.965
H: -3.405 -1.066 -3.030
H: 2.110 -2.149 -0.796
H: -2.319 -1.696 0.364
C: -0.184 0.668 7.492
C: 0.079 0.363 6.045
C: 0.286 -0.962 5.659
C: 0.568 -1.286 4.335
C: 0.652 -0.269 3.376
C: 0.437 1.067 3.743
C: 0.146 1.370 5.077
S: 1.144 -0.743 1.708
O: 2.570 -0.568 1.621
O: 0.633 -2.087 1.471
O: 0.416 0.268 0.813
H: -1.089 0.155 7.835
H: 0.635 0.337 8.142
H: -0.326 1.737 7.657
H: 0.254 -1.745 6.418
H: 0.727 -2.324 4.056
H: 0.499 1.870 3.013
H: -0.002 2.400 5.408

Here are the Löwdin charges for atoms 1 to 5, given in e: number 1, H, carries 0.12; number 2, N, carries -0.11; number 3, B, carries -0.46; number 4, N, carries -0.01; number 5, C, carries -0.02